# C26H28F3I2NO5S5Sr

C26H28F3I2NO5S5Sr as an isolated structure at a distorted geometry (the ωB97M-V functional and the def2-TZVPD basis, the OMol25 dataset).

Element x y z (Å)
C1 2.927 0.308 -3.581
S1 -3.267 3.159 -0.440
H1 -3.340 -4.759 -2.339
C2 -0.626 -3.236 -0.156
H2 -0.229 2.790 3.696
C3 -1.371 -4.286 0.373
C4 2.919 -1.739 2.125
H3 0.149 -2.754 0.433
S2 -0.246 5.023 1.604
H4 -3.329 4.664 1.394
S3 -2.104 1.942 2.575
C5 -3.850 3.736 1.172
C6 -2.570 -4.348 -1.700
C7 3.578 -2.551 4.324
H5 -1.483 3.958 -1.697
H6 3.746 1.019 -3.507
H7 -4.069 3.152 3.245
H8 4.019 -0.965 -4.968
H9 4.457 -3.186 2.479
C8 1.838 -0.915 4.157
H10 -2.059 5.215 -0.601
O1 -1.730 -0.104 -3.014
Sr1 1.634 0.661 -0.729
C9 2.628 -1.720 4.939
H11 -2.248 4.976 2.989
O2 2.957 -0.570 -2.422
H12 -1.926 -2.837 -3.100
C10 1.938 -0.916 2.749
C11 -1.246 3.173 3.593
C12 -1.776 -3.296 -2.128
C13 -0.570 3.877 0.236
O3 1.703 2.793 -1.938
H13 2.529 -0.295 -5.646
H14 2.891 -2.759 -4.013
S4 0.948 0.166 1.848
C14 2.218 -1.911 -4.150
C15 -0.733 -0.026 -2.303
F1 -3.103 -7.062 -0.762
H15 -4.376 1.870 2.082
H16 -0.598 2.847 0.590
H17 1.239 1.052 -4.647
S5 3.110 -1.727 0.428
C16 -1.227 4.600 3.071
H18 -4.912 3.984 1.073
H19 -1.700 3.183 4.588
I1 2.383 2.144 2.157
C17 -3.194 -5.991 0.058
H20 0.184 -0.725 -4.012
F2 -4.504 -5.669 0.103
C18 1.498 0.919 -3.602
H21 1.126 -0.232 4.605
C19 -1.774 4.163 -0.663
H22 2.540 -1.692 6.018
C20 2.986 -0.696 -4.743
F3 -2.856 -6.416 1.285
C21 3.719 -2.555 2.958
H23 -1.183 -4.638 1.377
N1 -0.820 -2.760 -1.377
H24 -0.730 5.214 3.828
O4 0.586 3.067 -3.898
O5 -0.688 0.268 -1.062
C22 1.223 2.437 -3.066
C23 -2.350 -4.849 -0.424
H25 1.371 -2.231 -4.753
C24 0.642 -0.333 -3.109
I2 2.866 4.343 4.303
H26 4.214 -3.186 4.932
C25 1.795 -1.368 -2.780
H27 0.341 3.990 -0.358
H28 1.605 -2.101 -2.001
C26 -3.718 2.713 2.304

HOMO energy: -2.19 eV
strongest force on any atom: 0.039 Eh/bohr
charge: -2
relative energy (zero: lowest compared OMol25 entry of this formula, charge and spin): 0.0 kJ/mol
frontier orbital gap: 6.150 eV
electronic energy: -118516.66169 eV
lowest unoccupied orbital energy: 3.96 eV

Here are the Mulliken charges for atoms 1 to 2, given in e: number 1, C, carries 0.58; number 2, S, carries -0.07